Entry from OMol25: a molecular structure, C34H37N3O2S2Se2Ti (wB97M-V/def2-TZVPD).

CARTESIAN COORDINATES (ANGSTROEM)
Ti: -0.002 -0.239 -0.491
C: -4.988 2.138 -2.386
Se: -4.100 1.468 -0.771
C: -2.381 2.285 -1.219
C: -1.640 1.707 -2.429
Se: -1.653 -0.270 -2.744
C: -1.228 0.168 -4.595
H: -6.049 1.913 -2.297
H: -4.575 1.613 -3.249
H: -4.848 3.214 -2.489
H: -1.800 2.230 -0.308
H: -2.619 3.330 -1.417
H: -0.580 1.938 -2.396
H: -2.067 2.127 -3.333
H: -0.296 0.731 -4.608
H: -2.053 0.747 -4.999
H: -1.102 -0.766 -5.140
N: 3.092 3.972 -6.034
C: 3.005 3.433 -4.701
C: 3.985 2.531 -4.220
C: 3.897 1.975 -2.973
C: 2.805 2.315 -2.083
C: 1.843 3.288 -2.572
C: 1.962 3.813 -3.837
S: 2.231 1.043 -1.117
O: 3.289 0.443 -0.344
O: 1.056 1.527 -0.311
N: 1.427 -0.077 -2.021
C: 1.971 -1.276 -2.429
S: 3.701 -1.649 -2.366
C: 3.378 -3.193 -3.062
C: 2.052 -3.319 -3.281
N: 1.265 -2.247 -2.943
H: 3.609 3.350 -6.637
H: 2.172 4.103 -6.432
H: 4.820 2.262 -4.866
H: 4.643 1.265 -2.630
H: 1.046 3.617 -1.914
H: 1.241 4.556 -4.178
H: 4.169 -3.906 -3.243
H: 1.572 -4.203 -3.685
C: -1.687 -0.437 0.543
C: -1.919 -0.144 1.730
C: -2.163 0.215 3.057
C: -1.019 0.766 3.799
C: 0.303 0.411 3.458
C: 1.399 0.949 4.113
C: 1.237 1.880 5.135
C: -0.054 2.269 5.470
C: -1.156 1.725 4.822
C: -3.496 0.043 3.596
C: -4.593 -0.240 2.743
C: -5.875 -0.425 3.232
C: -6.145 -0.356 4.599
C: -5.080 -0.124 5.461
C: -3.790 0.065 4.982
H: 0.461 -0.315 2.673
H: 2.395 0.635 3.817
H: 2.096 2.304 5.641
H: -0.205 3.025 6.234
H: -2.143 2.087 5.078
H: -4.407 -0.300 1.678
H: -6.683 -0.626 2.536
H: -7.152 -0.490 4.979
H: -5.254 -0.104 6.532
H: -2.984 0.203 5.687
C: 3.697 -3.396 1.553
C: 2.275 -3.919 1.327
C: 2.312 -5.132 0.387
C: 1.647 -4.322 2.670
C: 1.452 -2.860 0.717
C: 0.725 -2.015 0.215
H: 4.315 -4.163 2.036
H: 3.678 -2.508 2.189
H: 4.154 -3.116 0.601
H: 2.935 -5.931 0.809
H: 2.713 -4.839 -0.585
H: 1.301 -5.515 0.231
H: 2.251 -5.093 3.164
H: 0.639 -4.708 2.512
H: 1.573 -3.454 3.327

Output
M ... 789.610 g/mol
Lowest unoccupied orbital energy (alpha / beta) ... 0.1432 / 0.1430 hartree
Net charge ... -2
E ... -8081.0909 Eh
2S+1 ... 3